# 1
# C2H4Cl2O5PS

A structure of composition C2H4Cl2O5PS in a non-equilibrium geometry (ωB97M-V with the def2-TZVPD basis set, OMol25).

The geometry in ORCA input format:
```
! wB97M-V def2-TZVPD RIJCOSX def2/J DEFGRID3
* xyz -1 1
C -2.68 -0.59 0.70
C 2.41 0.53 -0.48
O 0.09 -1.42 -1.65
O -0.16 -1.62 0.96
O 0.45 1.42 1.23
O 1.20 2.68 -1.61
O -1.91 -0.45 -0.44
P -0.37 -0.95 -0.37
S 0.64 1.00 -0.18
Cl 3.48 1.52 0.40
Cl 2.63 -1.18 -0.03
H -2.62 0.32 1.21
H -2.12 -1.38 1.35
H -3.65 -0.76 0.48
H 2.61 0.87 -1.55
*
```

Computed properties:
HOMO (spin up / spin down) in eV: -5.489 / -5.922
Gap between HOMO and LUMO (spin up / spin down) in eV: 8.358 / 7.660
Relative energy (zero: lowest compared OMol25 entry of this formula, charge and spin) in eV: 1.3000

# 2
# C2H4Cl3NOSi

An isolated molecule of C2H4Cl3NOSi in a non-equilibrium geometry (ωB97M-V with the def2-TZVPD basis set, OMol25).

The geometry in ORCA input format:
```
! wB97M-V def2-TZVPD RIJCOSX def2/J DEFGRID3
* xyz 0 3
C 0.30 0.16 1.38
C -0.80 0.46 0.35
N 1.47 0.50 0.88
O 0.09 -0.44 2.39
Si -0.65 -0.58 -1.31
Cl 1.15 -0.53 -2.20
Cl -1.23 -2.58 -1.09
Cl -1.97 0.11 -2.61
H -0.50 1.51 0.32
H -1.77 0.39 0.79
H 1.56 0.73 -0.12
H 2.34 0.28 1.24
*
```

Computed properties:
HOMO (spin up / spin down) in eV: -4.479 / -10.711
<S²>: 2.006
Gap between HOMO and LUMO (spin up / spin down) in eV: 4.949 / 7.810

# 3
# C2H4Cl3P

An isolated molecule of C2H4Cl3P in a non-equilibrium geometry (ωB97M-V with the def2-TZVPD basis set, OMol25).

The geometry in ORCA input format:
```
! wB97M-V def2-TZVPD RIJCOSX def2/J DEFGRID3
* xyz 0 1
C 1.11 0.31 -1.20
C 2.17 -0.06 -0.31
P -2.05 1.41 1.07
Cl 0.01 1.44 -0.53
Cl 1.52 -0.90 1.28
Cl 3.16 1.24 0.29
H 0.75 -0.37 -1.99
H 2.96 -0.85 -0.71
H -3.25 1.64 0.19
H -2.45 0.20 1.16
*
```

Computed properties:
HOMO (spin up / spin down) in eV: -9.001 / -8.154
Gap between HOMO and LUMO (spin up / spin down) in eV: 8.064 / 6.638
Relative energy (zero: lowest compared OMol25 entry of this formula, charge and spin) in eV: 3.4878

# 4
# C2H4Cl4

A cluster of 2 separate species, C2H4Cl4 in total (ωB97M-V with the def2-TZVPD basis set, OMol25).

The geometry in ORCA input format:
```
! wB97M-V def2-TZVPD RIJCOSX def2/J DEFGRID3
* xyz 0 1
C 3.87 16.36 -14.57
Cl 2.83 16.82 -15.91
Cl 5.43 15.73 -15.10
H 4.05 17.23 -13.95
H 3.37 15.59 -13.99
C 6.43 15.69 -10.13
Cl 7.91 16.53 -10.62
Cl 5.09 15.95 -11.27
H 6.63 14.63 -10.10
H 6.14 16.07 -9.16
*
```

Computed properties:
Structure (SMILES): ClCCl.ClCCl
HOMO in eV: -10.922
Gap between HOMO and LUMO in eV: 11.702
Relative energy (zero: lowest compared OMol25 entry of this formula, charge and spin) in eV: 0.0676

# 5
# C2H4ClF

A cluster of 2 separate species, C2H4ClF in total in a non-equilibrium geometry (ωB97M-V with the def2-TZVPD basis set, OMol25).

The geometry in ORCA input format:
```
! wB97M-V def2-TZVPD RIJCOSX def2/J DEFGRID3
* xyz 0 1
C 0.94 -0.49 0.34
C -0.46 -0.56 -0.01
F -0.62 -1.54 -0.95
Cl -2.37 1.51 -0.73
H 1.32 0.16 -0.41
H 1.60 -1.33 0.38
H 1.11 -0.03 1.25
H -1.52 2.27 0.13
*
```

Computed properties:
HOMO in eV: -8.897
Gap between HOMO and LUMO in eV: 9.096
Relative energy (zero: lowest compared OMol25 entry of this formula, charge and spin) in eV: 3.9694

# 6
# C2H4ClFO

A cluster of 2 separate species, C2H4ClFO in total in a non-equilibrium geometry (ωB97M-V with the def2-TZVPD basis set, OMol25).

The geometry in ORCA input format:
```
! wB97M-V def2-TZVPD RIJCOSX def2/J DEFGRID3
* xyz 0 1
C -0.39 0.74 0.65
C 0.86 -1.72 1.15
O -0.40 -0.46 0.04
F 1.76 -2.12 0.31
Cl 1.52 -0.57 2.22
H -0.74 0.73 1.74
H -1.18 1.36 -0.03
H 0.64 1.23 0.58
H 0.28 -2.44 1.59
*
```

Computed properties:
HOMO (spin up / spin down) in eV: -9.543 / -9.544
Gap between HOMO and LUMO (spin up / spin down) in eV: 9.358 / 9.359
Relative energy (zero: lowest compared OMol25 entry of this formula, charge and spin) in eV: 3.3421

# 7
# C2H4ClFS

A cluster of 2 separate species, C2H4ClFS in total in a non-equilibrium geometry (ωB97M-V with the def2-TZVPD basis set, OMol25).

The geometry in ORCA input format:
```
! wB97M-V def2-TZVPD RIJCOSX def2/J DEFGRID3
* xyz 0 1
C 0.34 0.32 0.65
C -0.37 -0.31 -0.48
H 3.10 -0.12 1.32
H -0.60 1.07 0.85
H 0.89 1.02 0.20
H 0.16 -1.04 -0.93
F -1.49 -0.80 0.10
S 1.26 -0.72 1.66
Cl -0.59 1.04 -1.76
*
```

Computed properties:
HOMO in eV: -9.700
Gap between HOMO and LUMO in eV: 8.444
Relative energy (zero: lowest compared OMol25 entry of this formula, charge and spin) in eV: 3.5418

# 8
# C2H4ClI

A structure of composition C2H4ClI in a non-equilibrium geometry (ωB97M-V with the def2-TZVPD basis set, OMol25).

The geometry in ORCA input format:
```
! wB97M-V def2-TZVPD RIJCOSX def2/J DEFGRID3
* xyz 0 1
C -0.14 0.55 -0.05
C 1.03 0.23 0.79
Cl 2.39 1.04 0.29
I 0.80 0.17 2.94
H -0.97 -0.13 -0.12
H 0.02 0.60 -1.12
H -0.39 1.53 0.30
H 1.60 -1.67 0.40
*
```

Computed properties:
HOMO (spin up / spin down) in eV: -8.640 / -9.247
Gap between HOMO and LUMO (spin up / spin down) in eV: 8.114 / 8.662
Relative energy (zero: lowest compared OMol25 entry of this formula, charge and spin) in eV: 3.8049

# 9
# C2H4ClN

An isolated molecule of C2H4ClN in a non-equilibrium geometry (ωB97M-V with the def2-TZVPD basis set, OMol25).

The geometry in ORCA input format:
```
! wB97M-V def2-TZVPD RIJCOSX def2/J DEFGRID3
* xyz 0 1
C -0.68 0.45 0.21
C 0.46 -0.04 -0.52
N -0.44 -0.97 0.06
Cl 2.17 0.23 0.09
H -0.37 0.90 1.13
H -1.57 1.02 -0.09
H 0.58 -0.04 -1.77
H -0.15 -1.55 0.88
*
```

Computed properties:
Structure (SMILES): Cl[C@@H]1CN1
HOMO in eV: -9.937
Gap between HOMO and LUMO in eV: 11.141
Relative energy (zero: lowest compared OMol25 entry of this formula, charge and spin) in eV: 1.5897

# 10
# C2H4ClN

An isolated molecule of C2H4ClN in a non-equilibrium geometry (ωB97M-V with the def2-TZVPD basis set, OMol25).

The geometry in ORCA input format:
```
! wB97M-V def2-TZVPD RIJCOSX def2/J DEFGRID3
* xyz 0 1
C 0.61 -0.24 0.05
C -0.74 0.39 -0.42
N -1.78 0.77 0.17
Cl -0.68 0.50 -2.22
H 0.95 0.25 0.96
H 0.41 -1.29 0.26
H 1.35 -0.15 -0.74
H -2.54 1.11 -0.40
*
```

Computed properties:
Structure (SMILES): [H]/N=C(/C)Cl
HOMO in eV: -10.414
Gap between HOMO and LUMO in eV: 11.375
Relative energy (zero: lowest compared OMol25 entry of this formula, charge and spin) in eV: 0.0000

# 11
# C2H4ClN2

The ion C2H4ClN2 with charge +1 in a non-equilibrium geometry (ωB97M-V with the def2-TZVPD basis set, OMol25).

The geometry in ORCA input format:
```
! wB97M-V def2-TZVPD RIJCOSX def2/J DEFGRID3
* xyz 1 1
C 2.20 -0.25 0.13
C -0.32 0.42 0.25
N 0.96 -0.12 0.45
N 1.53 -1.47 0.09
Cl 3.70 0.34 -0.06
H -0.71 -0.13 -0.73
H -1.05 0.34 1.11
H -0.28 1.56 0.08
H 1.26 -1.60 -0.89
*
```

Computed properties:
Structure (SMILES): CN1[NH+]=C1Cl
HOMO in eV: -15.791
Gap between HOMO and LUMO in eV: 9.998
Relative energy (zero: lowest compared OMol25 entry of this formula, charge and spin) in eV: 3.3141

# 12
# C2H4ClN2O2P

A cluster of 2 separate species, C2H4ClN2O2P in total in a non-equilibrium geometry (ωB97M-V with the def2-TZVPD basis set, OMol25).

The geometry in ORCA input format:
```
! wB97M-V def2-TZVPD RIJCOSX def2/J DEFGRID3
* xyz 0 1
C -2.94 0.91 -0.22
C 1.21 -0.69 -0.07
N -3.57 1.80 0.30
N 2.22 -1.34 0.55
O -2.46 -0.13 -0.49
O 0.05 -1.45 -0.14
P 1.22 0.85 -0.73
Cl 3.14 1.49 -0.29
H -3.42 2.83 -0.03
H -0.64 -0.77 -0.29
H 1.94 -2.26 0.84
H 3.25 -1.23 0.57
*
```

Computed properties:
Structure (SMILES): N/C(O)=P\Cl.N=C=O
HOMO in eV: -7.799
Gap between HOMO and LUMO in eV: 8.246
Relative energy (zero: lowest compared OMol25 entry of this formula, charge and spin) in eV: 0.0000

# 13
# C2H4ClN2P

A cluster of 2 separate species, C2H4ClN2P in total in a non-equilibrium geometry (ωB97M-V with the def2-TZVPD basis set, OMol25).

The geometry in ORCA input format:
```
! wB97M-V def2-TZVPD RIJCOSX def2/J DEFGRID3
* xyz 0 1
C -1.09 0.72 -0.38
C 0.34 0.05 -0.50
N -1.87 1.34 0.29
N 1.46 0.66 0.03
P 2.85 1.13 0.28
Cl 4.30 -1.32 -0.06
H -1.54 0.35 -1.32
H 0.31 -0.89 0.02
H 0.49 -0.10 -1.58
H -1.76 1.81 1.20
*
```

Computed properties:
HOMO in eV: -9.214
Gap between HOMO and LUMO in eV: 7.608
Relative energy (zero: lowest compared OMol25 entry of this formula, charge and spin) in eV: 2.8534

# 14
# C2H4ClN3

An isolated molecule of C2H4ClN3 in a non-equilibrium geometry (ωB97M-V with the def2-TZVPD basis set, OMol25).

The geometry in ORCA input format:
```
! wB97M-V def2-TZVPD RIJCOSX def2/J DEFGRID3
* xyz 0 1
C -0.79 -0.46 0.20
C 0.07 0.80 -0.30
N -0.22 -1.69 -0.17
N 0.84 -1.76 -0.64
N 1.37 0.49 -0.56
Cl 2.21 0.67 0.91
H -0.86 -0.36 1.31
H -1.89 -0.28 -0.03
H -0.43 1.19 -1.26
H -0.31 1.40 0.54
*
```

Computed properties:
HOMO (spin up / spin down) in eV: -8.405 / -8.938
Gap between HOMO and LUMO (spin up / spin down) in eV: 7.867 / 9.034
Relative energy (zero: lowest compared OMol25 entry of this formula, charge and spin) in eV: 2.8564

# 15
# C2H4ClNO

An isolated molecule of C2H4ClNO in a non-equilibrium geometry (ωB97M-V with the def2-TZVPD basis set, OMol25).

The geometry in ORCA input format:
```
! wB97M-V def2-TZVPD RIJCOSX def2/J DEFGRID3
* xyz 0 1
C 0.11 0.28 0.04
C -0.95 -0.73 0.15
N 0.13 1.26 0.80
O 0.96 -0.15 -1.10
Cl 2.40 0.72 -1.41
H -0.76 -1.56 -0.64
H -2.02 -0.37 0.38
H -0.80 -1.41 1.00
H 0.92 1.95 0.78
*
```

Computed properties:
Structure (SMILES): [H]/N=C(/C)OCl
HOMO in eV: -10.558
Gap between HOMO and LUMO in eV: 10.426
Relative energy (zero: lowest compared OMol25 entry of this formula, charge and spin) in eV: 2.7688

# 16
# C2H4ClNO2

A cluster of 2 separate species, C2H4ClNO2 in total in a non-equilibrium geometry (ωB97M-V with the def2-TZVPD basis set, OMol25).

The geometry in ORCA input format:
```
! wB97M-V def2-TZVPD RIJCOSX def2/J DEFGRID3
* xyz 0 1
C -1.25 -0.19 0.40
C -0.78 -0.85 -0.80
N 0.88 1.37 0.83
O -2.11 0.16 1.13
O 1.79 0.27 0.90
Cl 0.96 1.92 -0.81
H -0.96 -0.21 -1.75
H 0.46 -0.88 -0.76
H -1.16 -1.85 -0.97
H 2.17 0.27 1.83
*
```

Computed properties:
HOMO (spin up / spin down) in eV: -6.899 / -8.765
Gap between HOMO and LUMO (spin up / spin down) in eV: 6.534 / 9.186
Relative energy (zero: lowest compared OMol25 entry of this formula, charge and spin) in eV: 5.7531

# 17
# C2H4ClNO2

An isolated molecule of C2H4ClNO2 in a non-equilibrium geometry (ωB97M-V with the def2-TZVPD basis set, OMol25).

The geometry in ORCA input format:
```
! wB97M-V def2-TZVPD RIJCOSX def2/J DEFGRID3
* xyz 0 1
C -1.25 1.14 0.22
C 1.43 -0.65 -0.17
N -0.86 -0.18 0.22
O -2.13 1.60 -0.43
O 0.49 -0.61 0.89
Cl -1.83 -1.33 -0.36
H -0.70 1.81 1.03
H 2.37 -1.01 0.13
H 1.50 0.40 -0.57
H 0.97 -1.18 -0.96
*
```

Computed properties:
Structure (SMILES): CON(Cl)C=O
HOMO in eV: -9.848
Gap between HOMO and LUMO in eV: 10.344
Relative energy (zero: lowest compared OMol25 entry of this formula, charge and spin) in eV: 3.8731

# 18
# C2H4ClNO2

An isolated molecule of C2H4ClNO2 in a non-equilibrium geometry (ωB97M-V with the def2-TZVPD basis set, OMol25).

The geometry in ORCA input format:
```
! wB97M-V def2-TZVPD RIJCOSX def2/J DEFGRID3
* xyz 0 3
C 1.00 -0.77 -0.07
C 0.21 0.46 -0.51
N -1.39 0.33 0.25
O 0.28 -1.63 0.71
O 2.15 -1.00 -0.43
Cl 1.01 1.87 0.22
H 0.37 0.41 -1.55
H -1.95 0.62 -0.51
H -1.13 0.90 1.09
H -0.55 -1.18 0.79
*
```

Computed properties:
HOMO (spin up / spin down) in eV: -5.717 / -10.832
<S²>: 2.007
Gap between HOMO and LUMO (spin up / spin down) in eV: 6.364 / 7.419
Relative energy (zero: lowest compared OMol25 entry of this formula, charge and spin) in eV: 0.7919

# 19
# C2H4ClNS

An isolated molecule of C2H4ClNS in a non-equilibrium geometry (ωB97M-V with the def2-TZVPD basis set, OMol25).

The geometry in ORCA input format:
```
! wB97M-V def2-TZVPD RIJCOSX def2/J DEFGRID3
* xyz 0 1
C -0.67 -0.52 -0.07
C -0.15 0.53 -0.94
H 0.92 -0.30 2.82
H -1.58 -1.01 -0.35
H -0.85 1.21 -1.35
H 0.72 1.03 -0.40
N -0.24 -0.81 1.14
S 1.17 0.10 1.60
Cl 0.70 -0.22 -2.45
*
```

Computed properties:
Structure (SMILES): S/N=C\CCl
HOMO in eV: -9.316
Gap between HOMO and LUMO in eV: 9.447
Relative energy (zero: lowest compared OMol25 entry of this formula, charge and spin) in eV: 1.3744

# 20
# C2H4ClNS2

A cluster of 2 separate species, C2H4ClNS2 in total in a non-equilibrium geometry (ωB97M-V with the def2-TZVPD basis set, OMol25).

The geometry in ORCA input format:
```
! wB97M-V def2-TZVPD RIJCOSX def2/J DEFGRID3
* xyz 0 1
C 0.07 0.56 -0.04
C -1.38 0.59 -0.25
H 3.05 -1.59 1.17
H -0.05 -1.55 0.37
H -1.20 1.37 -1.15
H -1.82 1.25 0.49
N 0.55 -0.64 0.26
S 2.15 -1.15 -0.43
S 0.97 1.83 -0.18
Cl -2.35 -0.68 -0.24
*
```

Computed properties:
HOMO in eV: -8.643
Gap between HOMO and LUMO in eV: 7.864
Relative energy (zero: lowest compared OMol25 entry of this formula, charge and spin) in eV: 3.4749